# C55H63BrCdN6O2

A structure of composition C55H63BrCdN6O2 (ωB97M-V with the def2-TZVPD basis set, OMol25).

Orbital gap   5.01 eV
Net charge   -2
Max |F|   0.010 hartree/bohr
E_HOMO   -0.8 eV
Energy above the lowest of the compared OMol25 structures with the same formula, charge and spin   0.0 kcal/mol
DFT total energy   -145704.4683 eV

Structure (XYZ):
```
128
C55H63BrCdN6O2, DFT ωB97M-V with the def2-TZVPD basis set
Cd -0.644 -0.196 0.181
C 0.440 -0.203 5.520
C 1.872 0.175 5.256
C 2.862 -0.196 6.149
C 4.180 0.202 5.958
C 4.474 1.002 4.870
C 3.505 1.399 3.944
C 3.963 2.297 2.822
C 2.177 0.953 4.105
N 1.083 1.150 3.264
C 0.679 2.306 2.803
O 1.209 3.440 2.787
C -0.809 2.265 2.423
C -1.526 3.344 2.937
C -2.904 3.315 2.943
C -3.549 2.213 2.415
C -2.788 1.211 1.839
N -1.440 1.237 1.826
C -3.558 0.012 1.281
O -4.777 -0.008 1.522
N -2.839 -0.897 0.643
C -3.470 -2.141 0.409
C -3.664 -2.629 -0.886
C -3.337 -1.804 -2.101
C -4.219 -3.894 -1.065
C -4.603 -4.676 0.010
C -4.415 -4.185 1.294
C -3.848 -2.937 1.510
C -3.626 -2.463 2.920
H 0.374 -0.920 6.342
H -0.026 -0.619 4.628
H -0.145 0.683 5.781
H 2.596 -0.802 7.010
H 4.958 -0.102 6.648
H 5.494 1.343 4.717
H 4.643 3.054 3.223
H 3.127 2.807 2.354
H 4.512 1.733 2.064
H -0.958 4.162 3.355
H -3.471 4.135 3.371
H -4.621 2.094 2.411
H -2.800 -0.894 -1.844
H -2.715 -2.368 -2.797
H -4.262 -1.531 -2.617
H -4.355 -4.259 -2.078
H -5.023 -5.663 -0.146
H -4.688 -4.791 2.153
H -4.391 -1.738 3.202
H -2.660 -1.963 3.020
H -3.656 -3.304 3.616
C 0.865 5.395 -1.468
C 1.464 4.118 -0.945
C 2.829 3.882 -0.896
C 3.307 2.657 -0.464
C 2.376 1.701 -0.089
Br 2.965 0.011 0.513
N 1.076 1.909 -0.097
C 0.640 3.092 -0.511
H 1.643 6.110 -1.737
H 0.216 5.858 -0.722
H 0.259 5.193 -2.355
H 3.524 4.654 -1.210
H 4.364 2.441 -0.409
H -0.436 3.220 -0.502
C 0.493 -2.693 3.176
C 0.009 -3.250 1.837
C -0.854 -4.499 2.035
C 1.172 -3.547 0.907
C 2.066 -4.533 1.292
C 3.104 -4.951 0.473
C 3.267 -4.309 -0.742
C 2.444 -3.262 -1.149
C 2.888 -2.531 -2.417
C 4.376 -2.148 -2.373
C 2.650 -3.359 -3.686
C 1.318 -2.885 -0.341
N 0.411 -1.910 -0.699
C 0.070 -1.810 -2.053
C -0.450 -0.726 -2.652
N -0.792 0.478 -2.016
C -1.008 1.551 -2.839
C -0.148 1.856 -3.948
C -0.493 2.855 -4.851
C -1.610 3.657 -4.673
C -2.367 3.458 -3.525
C -2.083 2.456 -2.607
C -3.017 2.285 -1.421
C -4.404 1.800 -1.858
C -3.187 3.570 -0.605
C 1.241 1.238 -4.094
C 1.420 0.420 -5.375
C 2.322 2.323 -4.033
H -0.358 -2.432 3.811
H 1.102 -1.797 3.035
H 1.097 -3.429 3.716
H -0.624 -2.497 1.368
H -0.255 -5.323 2.432
H -1.298 -4.820 1.091
H -1.667 -4.300 2.736
H 1.929 -5.015 2.255
H 3.776 -5.743 0.783
H 4.100 -4.594 -1.378
H 2.312 -1.613 -2.503
H 5.014 -3.010 -2.592
H 4.664 -1.758 -1.400
H 4.589 -1.381 -3.124
H 3.217 -4.294 -3.639
H 2.977 -2.808 -4.574
H 1.599 -3.613 -3.814
H 0.181 -2.700 -2.664
H -0.732 -0.835 -3.697
H 0.163 3.044 -5.696
H -1.870 4.428 -5.388
H -3.230 4.093 -3.348
H -2.594 1.513 -0.777
H -4.943 2.608 -2.364
H -4.991 1.478 -0.993
H -4.329 0.962 -2.548
H -3.629 4.360 -1.219
H -2.247 3.953 -0.203
H -3.857 3.390 0.239
H 1.406 0.572 -3.249
H 1.295 1.056 -6.258
H 0.695 -0.391 -5.440
H 2.423 -0.017 -5.416
H 2.291 2.967 -4.917
H 3.317 1.868 -3.982
H 2.190 2.952 -3.153
```